[1]
Below is C9H24NO16S3V2 as an isolated structure, with properties calculated with ωB97M-V with the def2-TZVPD basis set.

XYZ file:
```
55
Properties=species:S:1:pos:R:3:forces:R:3
O -7.869377 -2.549295 -1.253325 3.5 2.4 1.5
V -6.554366 -1.666338 -0.823566 -2.9 -2.3 -2.3
O -6.804721 -1.001207 0.523765 -0.3 0.1 0.6
O -0.219118 -6.710343 0.471547 -0.7 1.5 1.7
V -0.671895 -5.485011 1.357692 0.7 -1.8 1.7
O -0.753502 -5.887718 2.913732 0.2 0.5 -3.5
N -0.774861 -0.682892 -2.329905 -0.9 -2.4 1.1
O -1.955521 -0.585613 -2.173469 -5.8 -0.9 1.6
O -0.277141 0.208536 -2.842536 4.8 5.7 -3.5
O -0.180811 -1.673997 -1.980623 1.5 -2.8 1.2
O 1.382775 1.076873 5.962049 0.1 -2.4 -1.4
S 1.478409 -0.350505 5.614490 -0.4 -0.9 1.3
O 0.706835 -0.965955 4.503275 2.2 1.6 2.1
O 3.093672 -0.799896 5.585784 -2.1 -0.3 -1.1
C 4.088781 0.178771 5.820975 0.1 2.0 1.7
C 4.088497 0.578640 7.327339 0.5 -1.1 -0.4
C 1.090675 -1.321994 7.181041 0.5 1.7 -0.3
H 3.884052 1.092457 5.262977 0.0 -0.2 -0.4
H 5.072005 -0.209835 5.555711 -0.4 -0.3 -0.3
H 3.075616 0.734416 7.698705 0.2 0.5 -0.1
H 4.765311 1.407406 7.535159 -0.3 0.2 -0.2
H 4.502471 -0.258572 7.889291 0.0 -0.2 0.1
H 1.873945 -2.037973 7.429982 -0.5 -0.6 -0.8
H 0.036746 -1.599574 7.197518 0.3 -0.4 -0.2
H 1.262937 -0.588041 7.968283 -0.3 0.3 -0.1
O -4.353557 -3.982023 -6.477568 1.8 -0.3 -2.0
S -3.303101 -4.015171 -7.521042 -0.2 0.5 -0.1
O -2.688365 -2.733557 -7.930988 -1.0 -3.3 1.0
O -2.158779 -5.125995 -7.076778 -1.2 3.6 0.2
C -2.649682 -6.344269 -6.570998 2.2 -2.2 -1.6
C -1.988865 -7.317713 -7.591296 -0.9 -2.1 1.2
C -3.885558 -4.960522 -9.058513 -0.1 1.4 1.7
H -3.724795 -6.520945 -6.539451 0.0 0.6 -0.1
H -2.205787 -6.549571 -5.596881 -0.2 0.4 0.2
H -2.526007 -7.406368 -8.535603 0.1 0.3 0.0
H -2.067090 -8.301507 -7.128545 -0.5 -0.5 -0.1
H -0.911582 -7.348122 -7.754580 0.0 1.3 0.1
H -4.626850 -4.242030 -9.408320 0.0 -0.3 -0.6
H -4.355558 -5.893509 -8.747513 0.0 0.2 0.1
H -3.040838 -5.148365 -9.721283 -0.1 0.4 0.1
O 0.372316 8.244685 0.819190 2.3 -2.2 -1.1
S 1.301945 7.124837 0.497542 -0.5 1.3 0.1
O 1.673329 6.724676 -0.853760 -0.6 0.9 2.0
O 2.760532 7.388650 1.307397 -3.1 -1.7 -2.6
C 2.749612 8.300750 2.369029 -0.8 0.0 1.1
C 3.487517 9.490357 1.879179 0.7 0.9 1.2
C 0.606218 5.715267 1.362591 0.8 -0.5 -0.1
H 3.037566 7.652452 3.196606 0.9 0.8 0.4
H 1.786728 8.717372 2.664661 -0.6 -0.7 -0.3
H 4.226715 9.185455 1.138416 0.0 0.5 0.1
H 3.921996 9.997390 2.740713 0.6 0.0 -0.1
H 2.741269 10.213115 1.549264 0.3 -0.1 -0.8
H 1.117228 4.802791 1.055433 0.3 0.2 0.0
H -0.441293 5.541143 1.116648 0.0 0.7 0.1
H 0.803326 5.888387 2.420560 -0.4 0.0 0.0
```
Forces are in eV/Å.

**Energy**: -4697.5897 hartree
**Net charge**: +1
**Multiplicity**: 1

Atomic charges from the Löwdin analysis, expressed in e, are listed below:
1. O -0.261
2. V 1.260
3. O -0.206
4. O -0.226
5. V 1.268
6. O -0.246
7. N -0.756
8. O 0.012
9. O 0.134
10. O 0.020
11. O -0.310
12. S 0.730
13. O -0.336
14. O -0.283
15. C -0.263
16. C -0.067
17. C -0.091
18. H 0.110
19. H 0.124
20. H 0.050
21. H 0.083
22. H 0.074
23. H 0.067
24. H 0.063
25. H 0.049
26. O -0.336
27. S 0.712
28. O -0.296
29. O -0.290
30. C -0.278
31. C -0.075
32. C -0.081
33. H 0.115
34. H 0.117
35. H 0.066
36. H 0.069
37. H 0.085
38. H 0.062
39. H 0.055
40. H 0.075
41. O -0.325
42. S 0.708
43. O -0.292
44. O -0.262
45. C -0.344
46. C -0.065
47. C -0.126
48. H 0.125
49. H 0.109
50. H 0.093
51. H 0.082
52. H 0.087
53. H 0.068
54. H 0.073
55. H 0.067

[2]
Below is a 3-piece molecular cluster, C31H30BrF16N3O2 overall, with properties calculated with ωB97M-V with the def2-TZVPD basis set.

XYZ file:
```
83
Properties=species:S:1:pos:R:3:forces:R:3
H -0.789529 -5.200630 -1.651408 0.0 -0.1 0.0
N -1.078017 -4.772974 -0.773223 -0.1 -0.2 -0.2
C -0.089681 -4.261580 -0.178288 -0.3 -0.2 0.1
C -0.314764 -3.548570 1.142994 -0.3 0.6 -0.9
C -1.604897 -2.749242 1.048242 -0.2 0.2 0.2
C -1.605165 -1.634235 0.252193 0.2 -0.1 0.1
C -2.753147 -0.840920 0.058385 0.7 -0.2 0.0
N -2.675039 0.251975 -0.759404 -0.5 -0.2 0.3
C -3.803694 0.883466 -0.890794 0.3 0.3 -0.3
C -5.018972 0.505216 -0.259525 -0.4 -0.1 0.3
C -6.250680 1.315431 -0.542604 0.3 -0.2 -0.6
C -6.804487 1.073484 -1.937793 -0.1 -0.2 -0.5
C -6.211755 0.197242 -2.847070 -0.2 0.1 -0.2
C -6.758366 -0.016111 -4.110690 0.0 0.1 0.1
C -7.911242 0.643061 -4.508861 0.3 0.0 0.5
C -8.507916 1.526172 -3.612039 0.2 -0.4 -0.2
C -7.970186 1.739034 -2.345908 -0.2 0.4 0.2
C -8.682939 2.682106 -1.401235 0.0 -0.8 -0.1
N -5.092986 -0.511546 0.550484 0.2 0.0 -0.1
C -3.930654 -1.210270 0.716861 -0.3 -0.1 0.1
C -3.922557 -2.348786 1.546115 0.1 -0.4 0.4
C -2.803227 -3.120602 1.731895 0.3 0.2 -0.6
C -2.769681 -4.361689 2.584899 -0.3 0.0 0.0
C -4.011933 -4.635198 3.418746 0.6 0.0 0.4
C -3.719257 -5.537546 4.608791 -0.3 0.1 0.2
Br -5.446309 -5.442088 2.371165 -0.1 0.2 -0.1
H 0.910512 -4.299710 -0.612690 0.2 0.1 0.2
H -0.330699 -4.267330 1.953887 0.2 0.0 0.1
H 0.479802 -2.816696 1.271155 0.3 -0.2 0.3
H -0.702973 -1.349124 -0.274370 0.0 0.1 0.0
H -3.817906 1.753854 -1.537519 0.0 0.1 -0.1
H -7.031359 1.097570 0.180478 0.1 0.1 0.3
H -5.939736 2.359733 -0.468326 -0.3 0.2 0.1
H -5.307645 -0.346291 -2.614173 0.0 0.0 0.2
H -6.266996 -0.712468 -4.774704 0.0 0.0 -0.1
H -8.330870 0.447619 -5.483926 -0.1 0.1 -0.1
H -9.420215 2.023353 -3.913154 0.0 0.2 0.1
H -9.257136 2.084390 -0.688284 0.0 0.1 0.1
H -7.989822 3.278409 -0.815307 0.0 0.3 -0.1
H -9.398024 3.286612 -1.949482 0.1 0.3 0.1
H -4.839973 -2.620301 2.046336 -0.2 0.1 -0.1
H -1.940930 -4.267572 3.289958 0.0 0.1 0.1
H -2.532389 -5.231075 1.969064 0.0 0.0 -0.1
H -4.369716 -3.684058 3.801565 -0.3 0.0 -0.1
H -3.711969 -6.589964 4.340788 0.2 -0.1 -0.1
H -2.778183 -5.251857 5.075510 0.2 -0.1 -0.1
H -4.483837 -5.414356 5.373643 -0.2 0.0 0.0
F 4.370965 -2.251486 3.338597 0.0 0.1 0.0
C 4.688445 -1.700534 4.527321 0.1 -0.3 0.2
F 3.961535 -2.331141 5.478781 0.0 0.1 0.0
C 4.362831 -0.205740 4.562011 -0.4 0.3 -0.3
F 3.031563 -0.017230 4.446270 0.0 -0.1 0.0
F 4.719371 0.222767 5.805849 0.2 -0.1 0.0
C 5.099168 0.707042 3.566390 0.5 0.5 0.0
O 4.412678 1.081710 2.382725 -0.5 -0.5 0.1
C 4.434767 0.294820 1.261538 0.6 0.3 0.4
F 5.325025 -0.706190 1.377136 -0.1 -0.1 -0.1
F 4.864730 1.080093 0.239868 -0.3 -0.3 0.0
C 3.040351 -0.209927 0.887532 -0.4 0.0 -0.2
F 2.513030 -0.936563 1.891291 0.1 0.0 0.0
F 3.127077 -1.004025 -0.204350 0.1 0.0 0.0
H 5.749021 -1.871069 4.732344 0.0 0.0 0.0
H 5.230164 1.649076 4.096181 -0.1 0.0 0.0
H 6.105614 0.346518 3.353459 -0.1 -0.3 0.0
H 2.375483 0.628238 0.668855 0.1 0.1 0.0
F 5.904376 5.387629 -3.831613 0.1 -0.1 0.1
C 6.830602 5.229924 -4.796504 -0.1 0.2 -0.3
F 6.178172 4.974309 -5.954769 0.1 0.0 0.0
C 7.774329 4.064678 -4.490758 -0.1 -0.5 0.3
F 7.091394 2.901129 -4.486706 -0.1 0.1 0.0
F 8.647301 4.010012 -5.537698 0.1 0.2 0.0
C 8.635820 4.159174 -3.219647 0.6 0.1 0.1
O 8.194136 3.463983 -2.066104 -0.6 0.0 -0.2
C 7.312088 4.033894 -1.179412 0.6 0.3 -0.2
F 7.117261 5.339127 -1.445365 -0.1 0.0 0.0
F 7.883824 3.964791 0.044682 -0.1 0.0 0.1
C 5.998045 3.254548 -1.107883 -0.2 0.0 -0.1
F 5.400870 3.208629 -2.316493 0.1 0.1 0.0
F 5.154360 3.870936 -0.249299 0.1 0.0 0.0
H 7.391574 6.161458 -4.913963 0.0 0.0 0.0
H 9.567901 3.659866 -3.479509 -0.1 -0.1 -0.1
H 8.907430 5.189785 -2.990514 -0.3 0.1 0.0
H 6.185842 2.243831 -0.772624 0.2 -0.1 0.0
```
Forces are in eV/Å.

**Energy**: -5685.9147 hartree
**SMILES**: [H]/N=C/Cc1cc2ncc(Cc3ccccc3C)nc2cc1C[C@H](C)Br.FC(F)C(F)(F)COC(F)(F)C(F)F.FC(F)C(F)(F)COC(F)(F)C(F)F
**Multiplicity**: 1

Atomic charges from the Löwdin analysis, expressed in e, are listed below:
1. H 0.052
2. N 0.115
3. C -0.223
4. C -0.117
5. C -0.179
6. C 0.027
7. C -0.211
8. N 0.147
9. C -0.093
10. C -0.283
11. C -0.089
12. C -0.165
13. C -0.032
14. C -0.085
15. C -0.085
16. C -0.051
17. C -0.229
18. C -0.045
19. N 0.199
20. C -0.191
21. C 0.028
22. C -0.155
23. C -0.207
24. C -0.752
25. C -0.156
26. Br 0.703
27. H 0.109
28. H 0.102
29. H 0.100
30. H 0.123
31. H 0.125
32. H 0.125
33. H 0.122
34. H 0.106
35. H 0.100
36. H 0.098
37. H 0.106
38. H 0.089
39. H 0.070
40. H 0.074
41. H 0.089
42. H 0.114
43. H 0.124
44. H 0.086
45. H 0.066
46. H 0.076
47. H 0.074
48. F 0.095
49. C -0.305
50. F 0.098
51. C -0.444
52. F 0.136
53. F 0.106
54. C -0.037
55. O 0.055
56. C -0.526
57. F 0.155
58. F 0.123
59. C -0.279
60. F 0.097
61. F 0.098
62. H 0.173
63. H 0.150
64. H 0.147
65. H 0.180
66. F 0.098
67. C -0.307
68. F 0.097
69. C -0.443
70. F 0.136
71. F 0.103
72. C -0.043
73. O 0.050
74. C -0.535
75. F 0.149
76. F 0.144
77. C -0.298
78. F 0.106
79. F 0.104
80. H 0.173
81. H 0.148
82. H 0.146
83. H 0.148

> The highest energy belongs to which entry?

C9H24NO16S3V2

> Look up the multiplicity of the first one.

1